{
  "formula": "C28H90N6O14",
  "method": "ωB97M-V with the def2-TZVPD basis set",
  "symbols": ["C", "C", "O", "H", "H", "H", "H", "H", "H", "C", "C", "O", "H", "H", "H", "H", "H", "H", "O", "H", "H", "O", "H", "H", "O", "H", "H", "O", "H", "H", "O", "H", "H", "O", "H", "H", "C", "C", "C", "O", "C", "N", "H", "H", "H", "H", "H", "H", "H", "H", "H", "H", "H", "C", "C", "C", "O", "C", "N", "H", "H", "H", "H", "H", "H", "H", "H", "H", "H", "H", "C", "C", "C", "O", "C", "N", "H", "H", "H", "H", "H", "H", "H", "H", "H", "H", "H", "C", "C", "C", "O", "C", "N", "H", "H", "H", "H", "H", "H", "H", "H", "H", "H", "H", "C", "C", "C", "O", "C", "N", "H", "H", "H", "H", "H", "H", "H", "H", "H", "H", "H", "C", "C", "C", "O", "C", "N", "H", "H", "H", "H", "H", "H", "H", "H", "H", "H", "H"],
  "positions_angstrom": [[4.706, 4.044, -4.435], [5.123, 2.779, -3.714], [4.427, 2.696, -2.472], [5.078, 4.030, -5.461], [5.002, 4.961, -3.926], [3.620, 4.114, -4.539], [6.202, 2.749, -3.546], [4.896, 1.907, -4.333], [4.859, 1.995, -1.947], [-4.399, -0.261, -1.767], [-5.902, -0.467, -1.921], [-6.412, -1.274, -0.843], [-3.883, -1.217, -1.665], [-4.126, 0.304, -0.873], [-4.046, 0.369, -2.585], [-6.256, -0.885, -2.863], [-6.321, 0.539, -1.777], [-7.325, -1.019, -0.693], [5.397, -1.277, 2.826], [5.562, -2.009, 2.202], [6.131, -1.309, 3.452], [5.658, -3.384, 0.789], [5.984, -4.206, 1.177], [5.278, -3.644, -0.060], [1.945, 4.009, -2.330], [2.798, 3.532, -2.420], [2.198, 4.929, -2.192], [2.684, -1.593, 3.573], [3.629, -1.421, 3.395], [2.554, -2.501, 3.260], [1.099, 3.641, 2.938], [1.959, 3.913, 2.605], [0.702, 3.148, 2.204], [1.700, -2.697, -1.900], [1.712, -1.803, -1.479], [0.775, -2.861, -2.114], [-0.751, 0.692, 0.009], [0.534, 1.487, 0.257], [1.681, 0.909, -0.556], [1.921, -0.471, -0.353], [2.188, -0.855, 0.992], [0.301, 2.929, 0.044], [-0.939, 0.565, -1.060], [-1.647, 1.097, 0.483], [-0.656, -0.284, 0.483], [0.756, 1.332, 1.321], [2.606, 1.475, -0.387], [1.449, 1.049, -1.617], [1.388, -0.642, 1.696], [3.120, -0.384, 1.320], [2.386, -1.926, 0.922], [-0.408, 3.051, -0.680], [1.125, 3.242, -0.479], [-0.658, -2.976, 3.820], [-0.295, -4.448, 3.694], [1.156, -4.775, 4.047], [2.002, -4.409, 2.938], [2.147, -5.516, 2.044], [-1.162, -5.293, 4.572], [-0.575, -2.585, 4.835], [-1.659, -2.782, 3.432], [0.043, -2.404, 3.198], [-0.566, -4.788, 2.690], [1.282, -5.829, 4.286], [1.456, -4.111, 4.859], [2.535, -6.384, 2.580], [2.877, -5.207, 1.299], [1.178, -5.741, 1.601], [-0.949, -5.032, 5.544], [-2.088, -4.856, 4.552], [-4.787, -3.329, 1.687], [-3.889, -2.500, 2.557], [-2.996, -1.525, 1.794], [-2.134, -2.103, 0.816], [-1.062, -2.871, 1.320], [-4.782, -1.663, 3.394], [-4.301, -4.138, 1.132], [-5.216, -2.751, 0.859], [-5.643, -3.713, 2.240], [-3.337, -3.099, 3.286], [-2.331, -1.028, 2.516], [-3.572, -0.760, 1.282], [-1.474, -3.752, 1.820], [-0.500, -2.304, 2.072], [-0.423, -3.103, 0.473], [-4.209, -0.995, 3.918], [-5.314, -0.982, 2.833], [-4.275, 2.494, 1.663], [-5.759, 2.157, 1.689], [-6.566, 2.842, 0.596], [-6.578, 4.245, 0.846], [-7.256, 4.936, -0.162], [-5.951, 0.700, 1.630], [-4.160, 3.577, 1.640], [-3.820, 2.028, 0.787], [-3.765, 2.151, 2.563], [-6.169, 2.446, 2.661], [-7.611, 2.518, 0.588], [-6.045, 2.617, -0.345], [-8.263, 4.526, -0.328], [-6.769, 4.981, -1.144], [-7.400, 5.972, 0.150], [-6.912, 0.464, 1.388], [-5.468, 0.283, 0.834], [-2.818, 2.652, -3.515], [-1.282, 2.692, -3.464], [-0.641, 2.173, -4.768], [-1.027, 0.854, -5.099], [-0.577, -0.118, -4.185], [-0.852, 4.051, -3.167], [-3.116, 3.469, -4.177], [-3.218, 2.828, -2.519], [-3.105, 1.683, -3.922], [-1.007, 1.996, -2.665], [0.450, 2.165, -4.655], [-0.881, 2.872, -5.570], [-1.234, -0.237, -3.321], [0.419, 0.147, -3.800], [-0.432, -1.038, -4.745], [-1.245, 4.641, -3.894], [0.161, 4.169, -3.160], [7.770, 0.565, 0.805], [6.580, 0.906, -0.102], [6.347, -0.224, -1.103], [5.261, 0.145, -1.944], [4.853, -0.923, -2.773], [5.398, 0.970, 0.782], [7.736, 1.282, 1.625], [8.742, 0.610, 0.317], [7.604, -0.430, 1.221], [6.681, 1.915, -0.502], [6.100, -1.149, -0.576], [7.260, -0.407, -1.687], [4.042, -0.565, -3.412], [4.442, -1.751, -2.194], [5.636, -1.192, -3.488], [5.369, 0.139, 1.388], [4.535, 0.830, 0.257]],
  "mulliken_charge": [-1.324, 0.002, -0.561, 0.393, 0.313, 0.251, 0.316, 0.199, 0.151, 0.529, -0.593, -0.502, 0.222, -0.396, -0.083, 0.394, 0.203, 0.279, -0.681, 0.311, 0.280, -0.609, 0.230, 0.275, -0.527, 0.370, 0.250, -0.609, 0.427, 0.359, -0.706, 0.312, 0.475, -0.716, 0.403, 0.272, 0.849, 0.544, -0.909, 0.588, -0.373, -0.557, -0.441, 0.075, -0.786, 0.516, 0.097, -0.106, 0.205, -0.260, 0.109, 0.173, 0.274, -0.953, 1.426, -1.341, -0.212, -0.861, -0.916, 0.526, -0.161, 0.220, -0.017, 0.507, 0.328, 0.373, 0.167, 0.340, 0.306, 0.302, -1.475, 1.260, -0.008, -0.285, -1.064, -0.912, 0.340, 0.049, 0.409, -0.072, 0.561, -0.434, 0.830, 0.307, -0.121, 0.355, 0.329, -1.067, 0.323, -0.456, -0.389, -0.735, -0.371, 0.517, -0.159, 0.320, 0.361, 0.493, 0.100, 0.312, 0.279, 0.266, 0.205, -0.168, -1.746, 2.928, -1.008, -0.478, -0.262, -0.597, 0.496, 0.359, 0.277, -1.624, 0.320, 0.379, 0.018, 0.095, 0.352, 0.360, 0.195, -1.575, 0.068, -0.123, 0.074, -0.892, -0.550, 0.413, 0.438, 0.232, 0.439, -0.075, 0.536, 0.225, 0.225, 0.316, 0.305, 0.039],
  "total_charge": 0,
  "de_lowest_kj_mol": 200.0,
  "max_force_ev_per_a": 2.4,
  "e_homo_ev": -8.60,
  "orbital_gap_ev": 8.48,
  "total_energy_ha": -2502.51515
}